The following is a DFT calculation (ωB97M-V/def2-TZVPD) of a structure of composition C36H35BeCl3GeN4O5.

ORCA input file:
```
! RIJCOSX wB97M-V def2-TZVPD def2/J DEFGRID3
* xyz 1 2
Be -18.16358 -5.69345 11.95478
C -11.39918 -2.45197 10.57126
O -12.66746 -2.57592 11.22267
C -13.41949 -1.50566 11.59265
C -12.96510 -0.18438 11.73728
C -13.86081 0.79706 12.11641
C -15.22838 0.55739 12.27595
C -15.65447 -0.75166 12.16550
C -14.80714 -1.79486 11.84922
N -15.13986 -3.12075 11.70397
C -16.29031 -3.78037 12.11697
N -16.77125 -3.43675 13.33002
C -17.88702 -3.98051 13.97984
C -18.68388 -4.91063 13.35889
C -19.90754 -5.22232 13.89927
C -20.34395 -4.64977 15.08375
C -19.54039 -3.78765 15.80172
C -18.29603 -3.41572 15.22142
O -17.41759 -2.54469 15.78290
C -17.69036 -1.98047 17.05172
N -16.78194 -4.83791 11.49159
C -16.28926 -5.19494 10.20791
C -15.54343 -6.31281 10.08269
C -14.97876 -6.73113 8.85109
C -14.98923 -5.81505 7.81551
C -15.60374 -4.58748 7.95121
C -16.41447 -4.32618 9.07159
O -17.44868 -3.41192 9.10240
C -17.96322 -2.67439 7.97700
H -11.06459 -3.46079 10.36700
H -10.62116 -2.00933 11.22538
H -11.43948 -1.84774 9.65720
H -11.93981 0.04073 11.49227
H -13.50757 1.78156 12.33270
H -15.95165 1.31326 12.53238
H -16.71685 -0.97962 12.31227
H -14.41329 -3.74596 11.30879
H -16.24966 -2.68462 13.82034
H -20.54342 -5.94668 13.42506
H -21.32818 -4.92971 15.41620
H -19.81956 -3.38813 16.76839
H -17.78917 -2.72207 17.88408
H -18.56917 -1.37934 17.03367
H -16.83436 -1.36872 17.33445
H -15.37745 -6.94036 10.96137
H -14.59592 -7.76410 8.81832
H -14.48133 -6.07260 6.91459
H -15.57487 -3.89075 7.11510
H -18.10581 -1.66376 8.35042
H -18.90527 -3.15263 7.75817
H -17.34836 -2.66590 7.07781
Cl -16.87116 -9.23267 11.76566
Ge -17.41523 -7.81738 13.37920
Cl -19.30777 -8.42583 14.31448
Cl -15.75395 -7.69365 14.78801
C -21.57199 -10.95555 11.04112
O -22.18586 -9.69985 10.71660
C -23.00451 -9.72290 9.61770
C -23.39397 -10.79407 8.79511
C -24.12829 -10.56151 7.63500
C -24.74226 -9.30595 7.36249
C -24.45328 -8.29218 8.23683
C -23.57051 -8.47355 9.28639
N -23.25608 -7.36736 10.09998
C -22.11375 -6.64884 10.19867
C -21.02862 -6.82739 9.34643
C -21.25494 -7.17968 7.97254
C -20.21610 -7.49202 7.12574
C -19.00623 -7.79168 7.69015
C -18.74199 -7.53884 9.04023
C -19.64081 -6.84831 9.84991
O -19.32735 -6.37140 11.06575
H -20.82412 -10.71683 11.82869
H -21.10796 -11.45305 10.17955
H -22.33066 -11.61649 11.50599
H -23.05118 -11.82029 9.05306
H -24.24883 -11.40596 7.00922
H -25.38870 -9.18202 6.48560
H -24.93433 -7.30390 8.14041
H -24.01919 -6.95759 10.59475
H -21.98571 -6.04670 11.12122
H -22.27147 -7.17491 7.55585
H -20.47582 -7.45730 6.10548
H -18.20977 -8.24507 7.11271
H -17.75546 -7.77439 9.43493
*
```

Properties
- energy above the lowest of the compared OMol25 structures with the same formula, charge and spin (eV) = 0.000
- expectation value of S² = 0.755
- E (Ha) = -5460.188180